No. 1
Density functional theory data (ωB97M-V with the def2-TZVPD basis set) for a molecular structure, AsF6Rb in a non-equilibrium geometry.

Last column: Mulliken charge in e.
Cartesian coordinates (Å):
Rb  1.71101  -6.22699  16.85054  1.000
As  4.87335  -6.11779  14.89029  1.926
F  4.83648  -7.30887  16.17578  -0.468
F  6.47196  -5.61383  15.35857  -0.470
F  4.74662  -4.85741  13.70430  -0.470
F  3.30498  -6.71120  14.31062  -0.517
F  4.12144  -5.03254  16.07662  -0.525
F  5.61088  -7.24364  13.79325  -0.477

Calculated values
LUMO energy = -1.23 eV
electronic energy = -2859.22024 Ha
orbital gap = 11.1 eV
multiplicity = 1
energy relative to the best compared isomer or geometry (same formula, charge and spin) = 16.5 kJ/mol



No. 2
Density functional theory data (ωB97M-V with the def2-TZVPD basis set) for 2 unconnected molecules or ions with the total composition C2H3Cl2NSSi in a non-equilibrium geometry.

Last column: Mulliken charge in e.
Cartesian coordinates (Å):
C  -2.06844  2.75779  -0.11334  0.355
C  -0.27438  -0.34160  -0.08471  -0.966
N  -1.38857  3.47685  0.45637  -0.327
Si  -2.06247  -0.19609  -0.77593  0.679
S  -2.89898  1.71535  -1.19054  -0.090
Cl  -3.30705  -0.65663  2.02085  -0.557
Cl  -2.76109  -1.74314  -1.78785  -0.127
H  -0.33352  -0.55693  0.98612  0.351
H  0.42416  -1.00622  -0.59623  0.337
H  0.17365  0.62628  -0.05438  0.344

Calculated values
LUMO energy = -1.40 eV
electronic energy = -1740.84807 Ha
orbital gap = 7.9 eV
multiplicity = 1
energy relative to the best compared isomer or geometry (same formula, charge and spin) = 280.4 kJ/mol



No. 3
Density functional theory data (ωB97M-V with the def2-TZVPD basis set) for a molecular structure, C26H41BrF4N3O5PS in a non-equilibrium geometry.

Last column: Mulliken charge in e.
Cartesian coordinates (Å):
C  -1.12165  -1.43428  2.72355  -1.050
C  -0.11885  -2.08439  1.96221  -0.341
C  0.04370  -2.01104  0.36978  0.552
Br  1.72434  -3.11074  0.11290  -0.098
C  -1.33528  -2.71336  -0.13472  -0.094
C  -1.35494  -4.30020  -0.33392  -1.000
C  -1.76472  -5.06702  1.04353  -0.004
O  -2.91335  -5.91731  0.76307  -0.592
C  -0.59035  -5.97737  1.63102  0.591
F  0.30537  -5.19488  2.42108  -0.224
F  0.13783  -6.70595  0.67074  -0.246
F  -1.17498  -6.90384  2.55735  -0.272
O  -1.66367  -1.89361  -1.28047  -0.295
C  -0.78787  -0.75467  -1.59547  1.035
C  -1.86642  0.38463  -1.95455  -1.745
C  -3.40453  -0.04349  -1.61839  0.254
C  -4.31591  1.26564  -1.98629  -0.579
C  -5.44000  1.43590  -0.85224  -0.501
N  -5.42962  2.86164  -0.36057  -0.330
C  -6.71714  3.20093  0.26652  0.475
C  -7.59271  2.21031  1.15964  -0.754
O  -7.18890  4.36621  0.08337  -0.594
C  -0.20535  -1.20558  -3.02678  -0.180
C  -1.31302  -1.91754  -3.97604  -1.061
F  0.43270  -0.12476  -3.75468  -0.371
C  0.20792  -0.55871  -0.34619  1.367
C  0.03428  0.76569  0.55931  -1.469
C  1.16504  0.95920  1.68243  -0.947
C  2.14990  2.21446  1.43199  -0.596
C  3.69983  1.75725  1.49601  -0.030
C  4.54251  2.49408  2.65101  -0.974
C  4.94996  4.00728  2.31237  -0.680
C  6.38466  4.09238  1.54014  -0.551
S  5.98591  4.19366  -0.27226  -0.162
C  6.81534  2.78593  -1.15234  0.521
N  6.99690  2.75423  -2.57417  -0.322
N  7.66729  1.60787  -2.87335  -0.323
C  7.89622  0.93314  -1.62314  -0.053
O  7.36143  1.63993  -0.52070  -0.193
P  2.02166  -0.32205  -0.95965  0.401
O  2.20933  1.11248  -1.54912  -0.754
H  -1.21513  -1.49913  3.85760  0.312
H  -1.86585  -0.74130  2.19309  0.143
H  0.64704  -2.68965  2.57116  0.331
H  -2.26802  -2.54809  0.52996  0.156
H  -0.42830  -4.73935  -0.82966  0.450
H  -2.23167  -4.52145  -1.05330  0.305
H  -2.09181  -4.32682  1.84401  0.354
H  -2.61565  -6.71035  0.26079  0.362
H  -1.87733  0.62122  -3.08471  0.300
H  -1.71059  1.38324  -1.42993  0.371
H  -3.48298  -0.25884  -0.50276  -0.052
H  -3.78712  -0.87575  -2.29258  0.197
H  -4.87827  1.02336  -2.96454  0.233
H  -3.65936  2.19091  -2.08688  0.411
H  -6.49178  1.25529  -1.29865  0.350
H  -5.31872  0.72087  0.02634  0.327
H  -5.39982  3.43882  -1.21563  0.281
H  -8.69238  2.43739  0.96837  0.272
H  -7.43619  1.10259  0.93280  0.267
H  -7.30118  2.40232  2.25778  0.252
H  0.57797  -2.03495  -2.83420  0.355
H  -0.84676  -1.92654  -5.03024  0.420
H  -1.55211  -2.97817  -3.60372  0.180
H  -2.27558  -1.31611  -4.06246  0.225
H  0.12282  1.66214  -0.16189  0.742
H  -1.03155  0.80858  0.97171  0.333
H  0.60306  1.19557  2.66471  0.337
H  1.73031  -0.02280  1.90762  0.362
H  2.01246  2.95268  2.31181  0.454
H  1.87201  2.78276  0.48645  0.276
H  3.77022  0.62808  1.72949  0.247
H  4.12351  1.91390  0.44276  -0.072
H  5.53212  1.90732  2.74924  0.334
H  4.02336  2.37121  3.67212  0.389
H  5.09413  4.54820  3.32026  0.346
H  4.13416  4.59571  1.75742  0.361
H  6.91942  5.01114  1.95380  0.340
H  7.04860  3.19159  1.81282  0.362
H  8.46290  -0.04577  -1.54931  0.348
H  2.97626  -0.48425  0.09218  0.040
H  2.37495  -1.22761  -2.00682  0.191

Calculated values
LUMO energy = -0.17 eV
electronic energy = -5268.44940 Ha
orbital gap = 8.3 eV
multiplicity = 1



No. 4
Density functional theory data (ωB97M-V with the def2-TZVPD basis set) for a molecular structure, C25H26N9O8P2S3Sc in a non-equilibrium geometry.

Last column: Mulliken charge in e.
Cartesian coordinates (Å):
Sc  0.27911  0.16060  0.13983  0.497
S  0.05919  -0.60427  -2.35818  -0.589
C  -0.62904  0.86241  -3.02708  0.191
N  -1.17083  0.92878  -4.22048  -0.551
N  -1.18501  -0.16870  -4.92809  0.409
C  -1.88575  -0.29333  -6.12005  0.554
C  -2.51694  0.79845  -6.71684  -0.300
C  -3.24785  0.61386  -7.87687  -0.508
C  -3.35967  -0.64503  -8.45152  -0.521
C  -2.72105  -1.72703  -7.86166  -0.523
C  -1.98348  -1.55675  -6.70421  -0.454
N  -0.66319  2.04181  -2.36826  -1.074
N  -0.36386  2.05643  -1.14411  1.537
C  -0.28882  3.34992  -0.60523  0.112
C  -0.19432  3.44345  0.78473  0.809
C  -0.06085  4.68197  1.39386  -0.870
C  -0.03134  5.82754  0.61960  -0.649
C  -0.12528  5.74448  -0.76535  -0.757
C  -0.25242  4.51537  -1.37684  -0.774
H  -0.74281  -0.98872  -4.51292  0.150
H  -2.42618  1.77096  -6.25448  0.402
H  -3.74091  1.46127  -8.33499  0.360
H  -3.94123  -0.78229  -9.35324  0.370
H  -2.80461  -2.71204  -8.30161  0.351
H  -1.48647  -2.39770  -6.23438  0.356
H  0.14781  2.43414  2.35970  -0.130
H  0.03804  4.73061  2.47005  0.452
H  0.07112  6.79199  1.09847  0.431
H  -0.08618  6.64582  -1.36190  0.401
H  -0.31660  4.42303  -2.45074  0.506
O  3.01463  -0.09144  2.13443  -0.501
P  3.04744  1.28109  1.23635  0.647
O  4.38684  1.51040  0.68448  -0.784
O  1.96494  0.97430  0.14916  -0.038
O  2.56106  2.38763  2.22607  -0.371
P  2.06083  2.66385  3.93843  -0.017
O  1.20727  1.20281  4.17521  -0.365
O  3.27154  2.47430  4.77135  -0.710
O  -0.29751  2.28222  1.50828  0.161
H  3.49765  0.10755  2.95452  0.323
H  1.73459  0.72826  4.83543  0.277
N  3.68058  -1.27833  -0.61367  -0.244
C  2.78982  -2.16722  -0.16822  -0.133
N  1.49949  -1.97261  0.03074  1.610
C  0.84541  -3.18262  0.23666  -0.636
C  1.64104  -4.27397  0.28698  -0.459
S  3.28765  -3.83564  0.03579  -0.299
C  -0.61139  -3.22109  0.22456  -0.303
C  -1.37821  -4.33257  0.34607  -0.629
S  -3.02034  -3.97079  -0.03113  -0.280
C  -2.54655  -2.31385  -0.33500  -0.033
N  -1.29203  -2.07004  -0.11150  0.729
N  -3.46821  -1.39033  -0.71663  -0.302
H  3.43689  -0.30240  -0.61365  0.056
H  4.66078  -1.48285  -0.52942  0.259
H  1.35809  -5.30508  0.40611  0.434
H  -1.08226  -5.33579  0.59967  0.465
H  -4.30130  -1.71707  -1.17309  0.277
H  -3.08231  -0.51809  -1.04545  0.138
O  -2.17928  0.75689  0.54568  -0.240
C  -2.70880  0.40639  1.81753  -1.472
C  -1.76260  -0.42597  2.64669  0.809
C  -2.20540  -0.88498  3.87920  -1.013
C  -1.37676  -1.69112  4.63488  -0.647
C  -0.12635  -2.00946  4.12925  -1.158
C  0.24880  -1.47900  2.91181  -0.182
N  -0.55203  -0.70260  2.16968  1.547
H  -2.16852  1.71595  0.48273  0.249
H  -3.61440  -0.18166  1.64719  0.453
H  -2.97894  1.29566  2.39018  0.543
H  -3.18921  -0.60349  4.23147  0.538
H  -1.69369  -2.05240  5.60408  0.441
H  0.56029  -2.63727  4.67913  0.521
H  1.23953  -1.65816  2.52132  0.155

Calculated values
LUMO energy = -1.06 eV
electronic energy = -4701.39970 Ha
orbital gap = 6.3 eV
multiplicity = 1



No. 5
Density functional theory data (ωB97M-V with the def2-TZVPD basis set) for 3 unconnected molecules or ions with the total composition C4H14NO2 in a non-equilibrium geometry.

Last column: Mulliken charge in e.
Cartesian coordinates (Å):
C  0.77428  -3.27649  1.03113  -1.067
C  -0.22607  -2.14964  1.38660  -0.312
C  0.42989  -0.78257  1.46094  -0.682
C  1.45818  -0.00730  -0.63952  -0.223
N  0.50682  -0.03570  0.20560  0.085
H  1.14981  -3.04260  0.04205  0.263
H  1.56351  -3.29261  1.76925  0.360
H  0.14638  -4.14924  0.80320  0.328
H  -1.06822  -2.17936  0.67742  0.296
H  -0.49908  -2.33096  2.43725  0.291
H  -0.14236  -0.15236  2.13434  0.288
H  1.43528  -0.80453  1.94594  0.399
H  2.05030  -0.95702  -0.84777  0.249
H  1.96592  0.90070  -1.00379  0.306
H  -0.29808  0.66250  -0.06006  0.414
H  -1.65320  2.53790  0.20933  0.293
H  -0.84408  2.61250  -1.04968  0.367
O  -0.92264  2.06540  -0.20856  -0.651
H  -1.55184  2.47670  -3.25189  0.320
H  -1.16546  3.96013  -2.84097  0.336
O  -1.47207  3.10319  -2.52871  -0.662

Calculated values
LUMO energy = -4.96 eV
net charge = +1
electronic energy = -365.73397 Ha
orbital gap = 9.9 eV
multiplicity = 1
energy relative to the best compared isomer or geometry (same formula, charge and spin) = 254.0 kJ/mol



No. 6
Density functional theory data (ωB97M-V with the def2-TZVPD basis set) for a single C3H4N2O2S molecule in a non-equilibrium geometry.

Last column: Mulliken charge in e.
Cartesian coordinates (Å):
C  -1.97985  -0.03703  0.37875  -0.117
C  -0.29704  1.61385  -0.43141  -0.030
C  2.11660  -0.59906  0.46663  0.178
H  -2.87951  -0.05047  0.96107  0.339
H  -2.04437  1.92277  0.61496  0.281
H  -0.39389  2.45079  -1.10554  0.340
H  2.11464  -1.32214  1.29207  0.327
N  -1.45124  1.20812  0.28369  -0.168
N  0.87454  1.13580  -0.37242  -0.366
O  0.98382  0.15074  0.59162  -0.063
O  2.96923  -0.48051  -0.36850  -0.428
S  -1.46391  -1.41480  -0.33814  -0.293

Calculated values
structure (SMILES) = O=CO/N=C\NC=S
LUMO energy = 0.09 eV
electronic energy = -774.82158 Ha
orbital gap = 8.9 eV
multiplicity = 1
energy relative to the best compared isomer or geometry (same formula, charge and spin) = 276.2 kJ/mol



No. 7
Density functional theory data (ωB97M-V with the def2-TZVPD basis set) for 3 unconnected molecules or ions with the total composition C4H15N2O2 in a non-equilibrium geometry.

Last column: Mulliken charge in e.
Cartesian coordinates (Å):
C  -0.29049  -1.67720  -0.66753  -1.244
C  -1.45948  -0.88890  -1.29838  -0.206
C  -2.13324  -0.04964  -0.21920  -1.013
N  -1.08006  0.90477  0.30281  -0.113
C  -0.53818  1.75981  -0.55682  0.079
N  0.58546  2.40289  -0.33730  -0.310
H  -0.21476  -2.63769  -1.12096  0.481
H  0.62925  -1.21905  -0.89096  0.268
H  -0.47140  -1.88116  0.36137  0.388
H  -1.27025  -0.24000  -2.18875  0.358
H  -2.35646  -1.58648  -1.78634  0.321
H  -2.94456  0.50846  -0.58875  0.394
H  -2.54695  -0.71670  0.60582  0.344
H  -0.69745  0.48333  1.12241  0.372
H  -1.14866  2.06047  -1.43770  0.347
H  0.71992  3.39158  -0.72410  0.285
H  1.14523  2.15774  0.59082  0.324
H  1.70535  -0.07196  0.55046  0.285
H  2.18858  0.27687  1.88864  0.347
O  1.59254  0.62937  1.27885  -0.713
H  1.66782  -2.98652  1.12698  0.272
H  3.08955  -2.43465  0.67672  0.307
O  2.21938  -2.26965  1.03457  -0.573

Calculated values
LUMO energy = -3.10 eV
net charge = +1
electronic energy = -421.13614 Ha
orbital gap = 11.3 eV
multiplicity = 1
energy relative to the best compared isomer or geometry (same formula, charge and spin) = 150.5 kJ/mol



No. 8
Density functional theory data (ωB97M-V with the def2-TZVPD basis set) for a molecular structure, C35H36N5O2S3Zr.

Last column: Mulliken charge in e.
Cartesian coordinates (Å):
Zr  -0.08026  0.78875  -0.46102  -1.162
C  -0.56186  3.06319  2.02513  -1.506
N  0.52337  2.39483  1.28185  0.450
C  1.43382  1.79159  2.27858  -1.469
C  1.25582  3.41935  0.49169  -0.758
C  2.31753  2.76232  -0.34705  0.383
C  3.50474  3.42330  -0.62625  -1.054
C  4.45857  2.80357  -1.42175  -0.702
C  4.21147  1.53700  -1.92970  -0.978
C  3.01557  0.88997  -1.64041  -0.440
C  2.03568  1.47747  -0.83113  1.757
H  -0.13618  3.79638  2.71812  0.432
H  -1.13256  2.32447  2.58445  0.357
H  -1.23380  3.56638  1.33505  0.418
H  1.78504  2.56169  2.97310  0.398
H  2.29446  1.34743  1.78346  0.395
H  0.89755  1.02723  2.83970  0.444
H  1.67821  4.18144  1.15859  0.496
H  0.51681  3.92304  -0.14272  0.399
H  3.68994  4.41346  -0.22586  0.464
H  5.39043  3.30713  -1.64282  0.394
H  4.95028  1.05133  -2.55447  0.485
H  2.85638  -0.09122  -2.07322  0.434
C  4.34577  -1.79370  2.05782  -1.816
C  3.59889  -3.01730  2.59035  1.758
C  3.92005  -3.16998  4.08379  -1.732
C  4.09262  -4.25816  1.83443  -1.560
C  2.08688  -2.89104  2.41391  -0.283
C  1.25141  -3.94628  2.83888  -0.175
C  -0.11966  -3.89975  2.71999  -1.546
C  -0.68711  -2.75845  2.15711  0.830
S  -2.35836  -2.37967  1.87003  -0.440
C  -1.90259  -0.86007  1.21764  1.012
N  -0.60046  -0.64636  1.18203  0.952
C  0.11492  -1.71095  1.72673  -1.267
C  1.50147  -1.77130  1.85561  0.530
C  -2.82971  0.17066  0.75007  0.657
C  -4.20909  -0.01102  0.85493  -1.025
C  -5.04924  1.01065  0.45174  -0.942
C  -4.50123  2.17953  -0.07005  -0.892
C  -3.12448  2.31471  -0.20878  0.004
C  -2.23428  1.32465  0.20895  0.893
H  5.41856  -1.94182  2.18326  0.464
H  4.07544  -0.88506  2.60012  0.341
H  4.16150  -1.62375  0.99438  0.326
H  4.99902  -3.24104  4.22905  0.463
H  3.46838  -4.06916  4.50284  0.341
H  3.55513  -2.31245  4.65139  0.374
H  5.17315  -4.35655  1.94995  0.464
H  3.87275  -4.18601  0.76689  0.261
H  3.63477  -5.17380  2.20815  0.344
H  1.69664  -4.82511  3.28560  0.476
H  -0.73222  -4.72168  3.06424  0.419
H  2.10190  -0.94090  1.50826  0.477
H  -4.62411  -0.92627  1.26246  0.441
H  -6.12192  0.90067  0.53780  0.438
H  -5.15648  2.98116  -0.38858  0.482
H  -2.74647  3.22334  -0.66914  0.457
N  -7.01571  1.75158  -3.66146  -0.520
C  -5.68666  1.46884  -3.52241  1.061
C  -4.72034  2.45315  -3.79293  -0.860
C  -3.38374  2.18636  -3.61109  -0.866
C  -2.99412  0.93081  -3.14827  0.443
C  -3.93009  -0.05717  -2.87764  -0.445
C  -5.26853  0.21241  -3.06563  -0.875
S  -1.30473  0.62710  -3.01748  1.296
O  -0.71980  1.79329  -2.24693  -0.634
O  -0.68408  0.40052  -4.28243  -0.651
N  -1.13548  -0.55433  -1.94481  0.079
C  -0.07670  -1.44459  -2.11066  -0.176
S  0.17120  -2.59457  -3.34848  -0.117
C  1.63124  -3.07030  -2.57426  -0.603
C  1.84095  -2.33440  -1.46235  -1.000
N  0.85538  -1.41630  -1.18445  0.610
H  -7.28721  2.57154  -4.17429  0.210
H  -7.67751  0.99625  -3.66638  0.211
H  -5.03223  3.42670  -4.14888  0.364
H  -2.64510  2.94876  -3.82192  0.549
H  -3.61324  -1.02317  -2.50911  0.468
H  -6.00643  -0.54947  -2.84819  0.326
H  2.26012  -3.84234  -2.98351  0.491
H  2.67996  -2.42854  -0.79161  0.474

Calculated values
LUMO energy = -2.91 eV
net charge = +1
electronic energy = -3021.11280 Ha
orbital gap = 7.9 eV
multiplicity = 1
energy relative to the best compared isomer or geometry (same formula, charge and spin) = 36.2 kJ/mol



Which value of multiplicity does entry 4 give?
1



The highest LUMO energy belongs to which entry?
C3H4N2O2S



Look up the orbital gap of the third one.
8.3 eV